Computed, not measured: C37H50AsN6S2Ti as an isolated structure in a non-equilibrium geometry, with ωB97M-V/def2-TZVPD.

Last column: Löwdin spin population.
Positions of all 97 atoms, in Å:
Ti1 0.05226 1.19753 -0.22073  0.016
C1 4.96338 -2.48102 -1.54098  0.001
C2 3.55359 -2.83997 -2.01650  0.001
N1 2.84700 -1.74109 -2.63638  0.017
C3 2.34374 -0.71259 -1.84097  0.036
S1 2.13706 0.78988 -2.60450  0.021
N2 2.07172 -1.01371 -0.60559  0.019
N3 1.48488 -0.09515 0.19963  0.186
C4 1.60734 -0.33993 1.51330  0.095
C5 2.43690 -1.49250 2.01697  0.011
C6 0.93623 0.54652 2.36495  0.111
C7 0.97118 0.51694 3.78206  0.033
C8 0.26142 1.43181 4.50106  0.057
C9 -0.48513 2.41832 3.81654  0.090
C10 -0.47392 2.41297 2.44206  0.020
N4 0.19133 1.51746 1.71886  0.121
H1 5.39294 -3.31370 -0.98631  0.000
H2 4.92048 -1.60885 -0.89170  0.000
H3 5.60343 -2.25280 -2.39252  0.000
H4 2.95467 -3.16679 -1.16196  0.000
H5 3.59925 -3.65232 -2.75246  0.000
H6 3.29550 -1.36680 -3.46424  0.001
H7 3.47638 -1.18799 2.15721  0.005
H8 2.41677 -2.29093 1.27744  0.001
H9 2.04633 -1.87084 2.95914  0.001
H10 1.57288 -0.22756 4.28238  0.001
H11 0.26356 1.40644 5.58294  0.002
H12 -1.02925 3.17622 4.35992  0.006
H13 -1.01012 3.17283 1.87343  0.000
C11 -2.90195 0.22223 5.50309  0.006
C12 -3.83519 -0.47188 4.50043  0.004
C13 -4.11709 -1.91497 4.94147  0.001
C14 -5.16744 0.28589 4.46548  0.002
C15 -3.12148 -0.44942 3.16048  0.057
C16 -2.02623 -1.30907 2.90748  0.108
C17 -1.32335 -1.18338 1.72711  0.017
N5 -1.56205 -0.25894 0.80085  0.122
C18 -2.63625 0.57012 1.01886  0.111
C19 -3.43541 0.45072 2.17514  0.049
C20 -2.88387 1.55439 0.01802  0.119
C21 -4.18645 1.98876 -0.31101  0.031
C22 -4.42142 2.78684 -1.40071  0.060
C23 -3.27102 3.23267 -2.10573  0.086
C24 -2.02221 2.82019 -1.71285  0.020
N6 -1.79123 1.97069 -0.70839  0.132
C25 -5.82312 3.00018 -1.95011  0.005
C26 -6.09806 1.78957 -2.85897  0.005
C27 -6.89858 3.04873 -0.85578  0.002
C28 -5.93055 4.28206 -2.78581  0.000
H14 -3.33942 0.24618 6.49999  0.000
H15 -2.71353 1.24203 5.17698  0.001
H16 -1.94237 -0.28682 5.54695  0.002
H17 -4.71645 -1.92696 5.85093  0.000
H18 -3.19769 -2.45809 5.14367  0.000
H19 -4.66704 -2.44470 4.16463  0.000
H20 -5.66717 0.19859 5.42916  0.000
H21 -5.82702 -0.11778 3.69935  0.001
H22 -5.00237 1.34155 4.26819  0.000
H23 -1.73437 -2.06850 3.61293  0.009
H24 -0.52536 -1.88500 1.49966  0.001
H25 -4.25274 1.14350 2.29402  0.002
H26 -5.00746 1.58321 0.26041  0.000
H27 -3.36104 3.87296 -2.96538  0.006
H28 -1.13155 3.17227 -2.22801  0.004
H29 -6.05921 0.86930 -2.27928  0.001
H30 -5.34068 1.73308 -3.63784  0.000
H31 -7.07762 1.86054 -3.32925  0.001
H32 -7.01714 2.08045 -0.37485  0.000
H33 -7.85868 3.31392 -1.30083  0.000
H34 -6.65449 3.78810 -0.09507  0.001
H35 -5.33584 4.19840 -3.69225  0.000
H36 -5.58942 5.14784 -2.21917  0.000
H37 -6.96832 4.44715 -3.08134  0.000
C29 -0.45911 -2.40939 -2.10087  0.003
As1 -0.81205 -0.46936 -2.20707  0.009
C30 -2.77564 -0.68679 -2.19905  -0.001
C31 -0.67102 -0.35444 -4.21081  0.003
C32 -1.23777 0.94108 -4.67401  0.000
C33 -2.51233 1.03551 -5.22289  0.001
C34 -3.02481 2.25733 -5.62412  0.001
C35 -2.27121 3.40887 -5.47835  0.001
C36 -1.00577 3.33239 -4.91693  0.000
C37 -0.49678 2.11105 -4.51647  0.001
H38 0.57081 -2.62577 -2.38681  0.001
H39 -1.14618 -2.96427 -2.74797  0.000
H40 -0.61054 -2.71467 -1.06398  0.000
H41 -3.26223 0.22902 -2.53872  0.000
H42 -3.10634 -0.89412 -1.18178  0.000
H43 -3.08224 -1.51713 -2.84142  0.000
H44 -1.20039 -1.20593 -4.65123  0.000
H45 0.39384 -0.41750 -4.45592  0.000
H46 -3.11313 0.14184 -5.33508  0.000
H47 -4.01914 2.31159 -6.04941  0.000
H48 -2.66692 4.36201 -5.79922  0.000
H49 -0.41473 4.22620 -4.77158  0.000
H50 0.48439 2.05433 -4.06225  0.001
S2 0.99594 3.17744 -0.51213  0.159

Values from the calculation:
- charge = -1
- E_HOMO (alpha / beta) (eV) = -2.2 / -3.7
- expectation value of S² = 2.041
- 2S+1 = 3
- energy above the lowest of the compared OMol25 structures with the same formula, charge and spin (eV) = 1.074
- energy (hartree) = -5650.1771